C26H36BBrF3NO7P | ωB97M-V with the def2-TZVPD basis set

## Properties
* frontier orbital gap: 0.27978 Eh
* lowest unoccupied orbital energy: 2.1 eV
* total charge: -1

Each line ends with the Mulliken charge.
Element x y z (Å)
C -1.0578 -3.1430 -3.1578  -1.2708
C -0.2318 -3.1255 -1.8626  -0.2852
C 0.3398 -1.7381 -1.5367  -0.8435
C -0.6264 -0.8804 -0.6797  0.4717
C -0.2745 -0.5975 0.7985  1.4860
P 1.2013 -1.4709 1.4609  -0.2438
O 2.4179 -0.6839 0.6619  -0.3823
Br 1.4630 -0.5779 3.5093  -0.3009
O -0.3358 0.7586 1.1374  -0.0059
B -1.7810 1.1149 1.2884  1.6220
O -2.3018 1.7555 0.0667  -0.7437
C -1.7749 3.0278 -0.1819  -0.7371
C -0.4792 2.9952 -1.0066  0.0621
O 0.6079 3.5584 -0.2808  -0.5139
C 1.7018 2.6857 -0.0594  1.1608
C 2.1929 2.8334 1.3669  -1.2181
C -2.0666 1.9757 2.6314  1.0553
C -3.3220 2.5288 2.8858  -0.9067
C -3.5742 3.2772 4.0232  -0.3280
N -2.6477 3.5314 4.9522  -0.7311
C -1.4517 3.0040 4.7212  -0.6318
C -1.1076 2.2417 3.6101  -0.1733
O -2.4869 -0.2068 1.4064  -0.7961
C -1.4776 -1.1273 1.6832  -0.4372
C -1.8543 -2.6216 1.6105  -1.4432
C -3.2475 -2.9828 1.1592  0.7342
C -3.9904 -2.2666 0.2210  0.2724
C -5.2709 -2.6791 -0.1621  -1.1606
C -5.8358 -3.8277 0.3878  -0.3460
C -5.1092 -4.5589 1.3193  -0.7029
C -3.8331 -4.1418 1.6949  -0.4823
H -2.1159 -2.9939 -2.9523  0.2729
H -0.9687 -4.0893 -3.6868  0.3728
H -0.7576 -2.3502 -3.8398  0.2994
H 0.5559 -3.8733 -1.9441  0.5451
H -0.9010 -3.4515 -1.0693  -0.0930
H 1.3395 -1.8043 -1.1256  0.1082
H 0.4465 -1.2270 -2.4924  0.3889
H -1.6089 -1.3343 -0.7292  -0.5661
H -0.7260 0.0942 -1.1394  -0.3928
H 3.0862 -1.3342 0.4300  0.2725
H -2.5225 3.6046 -0.7346  0.3933
H -1.5477 3.5985 0.7230  0.1548
H -0.2628 1.9811 -1.3270  -0.1807
H -0.6120 3.6027 -1.9074  0.5122
H 2.5225 2.9788 -0.7193  0.3801
H 1.4322 1.6431 -0.2046  -0.7287
H 2.2336 3.8794 1.6620  0.4205
H 3.1863 2.3995 1.4736  0.3039
H 1.5320 2.3064 2.0507  -0.0213
H -4.1168 2.3726 2.1674  0.3304
H -4.5627 3.6922 4.1627  0.3638
H -0.6854 3.2130 5.4592  0.3856
H -0.1063 1.8601 3.4950  -0.0808
H -1.1793 -0.9487 2.7259  0.7058
H -1.1102 -3.1289 0.9954  0.4257
H -1.7267 -3.0403 2.6046  0.4125
H -3.5966 -1.3571 -0.2007  0.3191
H -5.8076 -2.0720 -0.8736  0.4008
H -6.8336 -4.1283 0.1042  0.3849
H -5.5158 -5.4503 1.7722  0.3758
H -3.2752 -4.7249 2.4144  0.3785
C 7.4400 -0.1335 -2.1813  -1.0779
C 7.1264 1.1047 -2.9925  -0.2066
O 5.8384 1.0008 -3.6245  -0.3491
C 4.7961 1.2983 -2.8539  0.3057
O 4.8289 1.6365 -1.7113  -0.4815
C 3.4984 1.1802 -3.6737  0.9309
F 3.4989 0.0649 -4.4178  -0.2786
F 3.3921 2.2275 -4.5057  -0.2816
F 2.4430 1.1582 -2.8797  -0.1738
H 7.3658 -1.0254 -2.8043  0.3069
H 8.4494 -0.0707 -1.7755  0.3668
H 6.7414 -0.2447 -1.3529  0.2873
H 7.8362 1.2220 -3.8089  0.3181
H 7.1640 2.0051 -2.3807  0.3093

---

C14H17NO2S | ωB97M-V with the def2-TZVPD basis set

## Properties
* frontier orbital gap: 0.34981 Eh
* lowest unoccupied orbital energy: 0.6 eV
* total charge: 0
* structure (SMILES): O=C(CCCc1ccccc1)N[C@H]1CCSC1=O
* energy above the lowest of the compared OMol25 structures with the same formula, charge and spin: 0.00 kcal/mol

Each line ends with the natural charge from an NBO analysis.
Element x y z (Å)
O -0.9977 -1.4674 -2.5185  -0.6173
C -0.1677 -0.6599 -2.1653  0.6964
C -0.2973 0.8360 -2.3633  -0.4989
C -0.3702 1.5796 -1.0255  -0.3747
C -1.5231 1.0724 -0.1518  -0.4493
C -1.5415 1.8077 1.1578  0.0840
C -2.2701 2.9805 1.3050  -0.2504
C -2.2516 3.6761 2.5010  -0.2058
C -1.4992 3.2072 3.5641  -0.2282
C -0.7680 2.0395 3.4253  -0.1913
C -0.7878 1.3444 2.2292  -0.2553
N 0.9985 -1.0409 -1.5717  -0.6189
C 1.1871 -2.3854 -1.1068  -0.1799
C 2.3859 -3.1189 -1.7044  -0.4069
C 2.5752 -4.3560 -0.8458  -0.5110
S 2.3188 -3.8057 0.8836  0.2270
C 1.3575 -2.4120 0.4095  0.4098
O 0.9298 -1.5930 1.1710  -0.5530
H 0.5555 1.1953 -2.9438  0.2232
H -1.2084 1.0139 -2.9358  0.2322
H -0.5053 2.6462 -1.2190  0.2130
H 0.5650 1.4649 -0.4717  0.1955
H -2.4666 1.2146 -0.6820  0.2103
H -1.3912 0.0043 0.0308  0.2199
H -2.8612 3.3488 0.4778  0.2054
H -2.8262 4.5855 2.6040  0.2099
H -1.4852 3.7490 4.4987  0.2103
H -0.1813 1.6676 4.2528  0.2098
H -0.2207 0.4308 2.1249  0.2306
H 1.6117 -0.3326 -1.1992  0.3996
H 0.2566 -2.9221 -1.3502  0.2691
H 2.2078 -3.3860 -2.7451  0.2316
H 3.2694 -2.4784 -1.6511  0.2102
H 3.5712 -4.7855 -0.9181  0.2337
H 1.8304 -5.1204 -1.0664  0.2192

---

C24H47BClN4O4 | ωB97M-V with the def2-TZVPD basis set

## Properties
* frontier orbital gap (spin up / spin down): 0.24518 / 0.28594 Eh
* lowest unoccupied orbital energy (spin up / spin down): -3.0 / -3.0 eV
* total charge: +1
* expectation value of S²: 2.008
* multiplicity: 3

Each line ends with the Löwdin spin population.
Element x y z (Å)
C -2.9173 3.1786 7.1295  0.0000
C -3.7690 4.4259 6.8548  0.0000
C -3.0467 5.4367 5.9818  0.0000
Cl -4.0528 6.8451 5.6132  0.0000
N -2.5973 4.8290 4.7181  0.0000
C -1.2972 4.5357 4.3582  0.0000
C -1.3464 3.9628 3.1477  0.0000
N -2.6771 3.9078 2.7636  0.0000
B -3.3001 3.3344 1.4920  0.0000
O -3.8073 4.2319 0.6338  0.0000
O -3.3117 1.9998 1.3117  0.0001
C -3.4013 4.4465 3.7373  0.0000
H -1.8461 3.4034 7.1406  0.0000
H -3.0900 2.4034 6.3786  0.0000
H -3.1801 2.7506 8.0970  0.0000
H -4.0432 4.9219 7.7877  0.0000
H -4.7002 4.1355 6.3575  0.0000
H -2.1454 5.7969 6.4796  0.0000
H -0.4521 4.7565 4.9898  0.0000
H -0.5436 3.5980 2.5272  0.0000
H -4.5102 3.9001 0.0587  0.0000
H -2.8704 1.4858 2.0010  0.0001
H -4.4745 4.5669 3.7354  0.0000
C -2.1959 -0.9082 -1.5369  0.0033
C -2.4495 -1.5712 -0.1702  0.0256
C -1.4491 -1.0455 0.8666  0.0157
C -0.0300 -1.5840 0.6825  0.0008
C -0.0286 -3.1087 0.6170  0.0166
C -0.9825 -3.6672 -0.4433  0.0260
N -2.3406 -3.0636 -0.2456  0.3795
O -3.0060 -3.6453 0.6868  0.5228
C -0.4365 -3.3936 -1.8475  0.0040
C -1.0984 -5.1792 -0.2921  -0.0010
C -3.8752 -1.2231 0.2420  -0.0012
H -1.1506 -0.6590 -1.7058  0.0000
H -2.5309 -1.5501 -2.3507  0.0015
H -2.7606 0.0234 -1.5969  -0.0004
H -1.8045 -1.3208 1.8671  0.0021
H -1.4469 0.0497 0.8073  0.0017
H 0.4316 -1.1718 -0.2174  0.0001
H 0.5909 -1.2581 1.5204  0.0007
H 0.9773 -3.4733 0.3994  0.0016
H -0.3117 -3.5114 1.5950  0.0022
H -1.1669 -3.6745 -2.6085  0.0013
H 0.4587 -3.9956 -1.9992  -0.0003
H -0.1358 -2.3657 -2.0173  0.0003
H -1.3890 -5.4679 0.7145  -0.0005
H -0.1284 -5.6252 -0.5137  -0.0004
H -1.8325 -5.5840 -0.9893  0.0002
H -4.5953 -1.6376 -0.4641  0.0001
H -3.9922 -0.1395 0.2535  -0.0004
H -4.1164 -1.6036 1.2320  -0.0005
C 2.9717 0.7175 -4.6221  0.0035
C 2.8428 0.1628 -3.1918  0.0264
C 3.9266 0.7491 -2.2811  0.0164
C 5.3219 0.1884 -2.5485  0.0009
C 5.3165 -1.3382 -2.5126  0.0167
C 4.2749 -1.9628 -3.4452  0.0263
N 2.9381 -1.3340 -3.1729  0.3879
O 2.3589 -1.8562 -2.1512  0.5097
C 4.6924 -1.8001 -4.9120  0.0028
C 4.1637 -3.4604 -3.1824  -0.0010
C 1.4632 0.5615 -2.6799  -0.0011
H 3.9971 0.9454 -4.9028  0.0000
H 2.5616 0.0203 -5.3520  0.0015
H 2.4091 1.6473 -4.7029  -0.0004
H 3.6571 0.5439 -1.2395  0.0021
H 3.9233 1.8356 -2.4023  0.0018
H 5.7039 0.5477 -3.5073  0.0003
H 6.0101 0.5647 -1.7898  0.0008
H 6.2992 -1.7291 -2.7855  0.0017
H 5.1164 -1.6704 -1.4892  0.0022
H 3.8898 -2.1177 -5.5785  0.0012
H 5.5579 -2.4349 -5.1011  -0.0004
H 4.9793 -0.7882 -5.1795  0.0000
H 3.9625 -3.6764 -2.1365  -0.0004
H 5.1072 -3.9338 -3.4558  -0.0004
H 3.3687 -3.9030 -3.7838  0.0002
H 0.6758 0.1075 -3.2844  0.0003
H 1.3688 1.6463 -2.7468  -0.0004
H 1.3170 0.2682 -1.6428  -0.0003

---

C3H2INO2 | ωB97M-V with the def2-TZVPD basis set

## Properties
* frontier orbital gap: 0.35646 Eh
* lowest unoccupied orbital energy: -0.1 eV
* total charge: 0
* structure (SMILES): O=C(C#CI)NO
* energy above the lowest of the compared OMol25 structures with the same formula, charge and spin: 82.26 kcal/mol

Each line ends with the natural charge from an NBO analysis.
Element x y z (Å)
O -1.2843 0.1505 2.2793  -0.5332
C -1.0764 0.2009 1.1138  0.5584
C -2.0305 0.8037 0.2561  -0.1506
C -2.6618 1.5745 -0.4094  -0.1922
I -4.1932 2.5139 -1.3014  0.3159
N -0.0404 -0.5086 0.5187  -0.3120
O 0.3705 -0.2150 -0.7013  -0.5279
H 0.8551 -0.8535 1.0645  0.3834
H 0.4197 0.7735 -0.7314  0.4582